(1)
The following is a DFT calculation (the ωB97M-V functional and the def2-TZVPD basis) of a 3-piece molecular cluster, C4H10N2O2 overall at a distorted geometry.

```
18
Properties=species:S:1:pos:R:3:forces:R:3
C 1.28553 -1.79858 0.06017 3.252 -1.720 -1.078
C 0.58004 -0.60164 0.35519 0.248 -0.563 3.256
C -0.07480 -0.34062 1.58026 0.288 3.999 -6.275
N -0.66956 0.91536 1.39668 0.254 1.138 -2.695
C -0.37743 1.38051 0.11392 1.989 -4.166 3.927
N 0.58412 0.44448 -0.46229 -3.774 2.947 1.141
H 2.42975 -1.72666 0.07040 -1.388 0.465 -0.162
H 1.12807 -2.53274 0.82121 -0.577 -0.686 0.200
H 1.04449 -2.16172 -0.94277 -0.113 -0.383 0.179
H -0.10642 -0.88881 2.43252 -0.295 -1.455 2.222
H -0.60930 2.30553 -0.33235 -0.313 0.784 -0.207
H 0.81891 0.48009 -1.42788 0.343 -0.374 -0.500
H -5.09369 0.00545 -1.08913 0.387 -0.954 -0.934
H -4.84449 -1.38344 -1.81447 -0.198 -0.541 0.445
O -4.77040 -0.44235 -1.90671 -0.171 1.499 0.488
H 4.13734 1.22576 -0.69954 0.056 1.077 -0.356
H 2.77924 1.15289 0.19475 0.673 0.330 -0.546
O 3.57467 0.71319 -0.14462 -0.661 -1.396 0.896
```
Forces are in eV/Å.

Output
Lowest unoccupied orbital energy (eV): 0.678
Net charge: 0
HOMO-LUMO gap (hartree): 0.3268
HOMO (eV): -8.22
SMILES: Cc1cnc[nH]1.O.O

---

(2)
The following is a DFT calculation (the ωB97M-V functional and the def2-TZVPD basis) of a 2-piece molecular cluster, C4H10N2O3 overall at a distorted geometry.

```
19
Properties=species:S:1:pos:R:3:forces:R:3
C 1.53697 -0.37583 0.57726 -0.757 1.932 1.730
C 1.16709 0.52000 1.49813 -0.270 0.494 0.518
C -1.99151 0.90945 0.05145 0.102 -0.297 0.342
C -1.21002 0.66939 -1.23217 0.586 0.826 -0.647
N 2.51170 -0.09874 -0.33040 0.823 -0.120 -1.509
N 0.94105 -1.59702 0.48521 -0.202 -1.863 -0.248
O -1.49485 -0.54037 -1.77118 0.549 0.304 -0.275
O -2.30230 -0.29213 0.75007 0.190 -0.271 -0.864
O -0.46207 1.44935 -1.79705 -0.926 -0.864 0.956
H -0.90094 -0.59056 -2.54945 -0.442 -0.181 0.316
H -2.39277 -0.97398 0.05407 -0.019 0.281 0.661
H 2.35817 -0.62917 -1.18224 0.224 0.228 -0.014
H 2.57228 0.89593 -0.53736 0.108 -0.421 0.087
H 0.32067 -1.78870 1.26918 0.229 0.105 -0.306
H 1.65420 -2.31936 0.41780 -0.315 -0.135 -0.067
H 1.63979 1.49342 1.56472 -0.109 -0.063 -0.176
H 0.38129 0.30670 2.21519 0.201 -0.121 -0.037
H -1.40235 1.54517 0.71630 -0.033 -0.064 -0.243
H -2.92641 1.41646 -0.19952 0.063 0.232 -0.224
```
Forces are in eV/Å.

Output
Lowest unoccupied orbital energy (eV): 0.567
Net charge: 0
HOMO-LUMO gap (hartree): 0.3065
HOMO (eV): -7.77
SMILES: O=C(O)CO.C=C(N)N

---

(3)
The following is a DFT calculation (the ωB97M-V functional and the def2-TZVPD basis) of C4H10N2O3 in the gas phase at a distorted geometry.

```
19
Properties=species:S:1:pos:R:3:forces:R:3
C 0.52486 1.75950 0.29026 -1.764 -3.426 -1.958
C -0.51199 -1.02603 1.39817 -0.036 0.050 -0.289
C -0.06138 -0.95308 -0.06083 -0.353 0.184 -0.109
C -0.28967 0.40484 -0.71054 0.651 3.040 1.583
N -1.64442 0.84324 -0.84658 0.095 -0.184 0.131
N 1.38224 -1.19976 -0.12540 0.098 -0.103 -0.232
O -0.05840 2.78766 0.44709 0.473 0.196 0.203
O 1.70360 1.37568 0.70895 0.583 0.485 0.376
O 0.36318 0.42184 -1.95735 0.187 -0.213 -0.088
H -1.41427 -0.44381 1.57307 -0.070 -0.010 0.018
H -0.71666 -2.05788 1.67436 0.011 -0.066 0.075
H 0.27214 -0.64316 2.04503 0.044 0.095 0.101
H -0.64021 -1.68202 -0.65756 0.164 0.129 0.048
H -1.71664 1.81960 -0.55383 0.010 -0.233 0.029
H -2.29939 0.29271 -0.30682 0.011 0.012 -0.079
H 1.67928 -1.11793 -1.09231 0.042 -0.133 -0.047
H 1.58690 -2.14150 0.18598 0.127 0.062 0.084
H 1.85771 0.41479 0.46086 -0.254 0.290 0.066
H -0.01685 1.14533 -2.47257 -0.018 -0.176 0.089
```
Forces are in eV/Å.

Output
Lowest unoccupied orbital energy (eV): 0.768
Net charge: 0
HOMO-LUMO gap (hartree): 0.3532
HOMO (eV): -8.84
SMILES: C[C@H](N)[C@](N)(O)C(=O)O

---

(4)
The following is a DFT calculation (the ωB97M-V functional and the def2-TZVPD basis) of an isolated ion of composition C4H10N2O3P and charge +1 at a distorted geometry.

```
20
Properties=species:S:1:pos:R:3:forces:R:3
C 0.78451 1.72509 -1.79281 -1.270 -0.609 -0.192
C 1.69598 -0.50396 0.62720 -2.060 -0.844 0.788
C -1.07156 -1.44738 -0.24678 -0.040 -0.056 -2.450
C -0.63761 1.23907 1.01803 0.167 -1.004 0.758
N 1.17072 2.80109 -1.85178 0.690 0.454 0.038
N 0.01807 0.59500 -1.65350 1.241 -1.412 1.715
O 1.32710 -0.81165 1.95322 0.097 -0.279 0.182
O -0.51301 -2.16410 -1.35950 1.182 0.168 0.720
O -1.95611 1.09958 0.54351 0.429 -1.376 -0.505
P 0.06545 -0.07031 -0.02628 0.030 1.994 -1.323
H 2.15617 -1.29245 0.13063 0.284 -2.184 -0.915
H 2.42328 0.19947 0.48779 1.520 2.789 0.011
H -1.15450 -2.08644 0.58235 -0.313 -0.606 1.343
H -2.00761 -1.04167 -0.63865 -0.064 0.280 1.008
H -0.34745 2.21435 0.71886 1.189 0.909 -0.148
H -0.24683 1.00185 2.07751 -1.584 0.408 -1.228
H 0.30500 -0.22818 -2.19745 -0.110 0.562 -0.685
H 1.86353 -0.34160 2.59914 0.166 0.033 0.000
H -1.20231 -2.35577 -1.98150 -0.581 -0.252 -0.514
H -2.67282 1.46800 1.01002 -0.974 1.027 1.396
```
Forces are in eV/Å.

Output
Lowest unoccupied orbital energy (eV): -3.309
Net charge: +1
HOMO-LUMO gap (hartree): 0.4234
HOMO (eV): -14.83
SMILES: N#C[NH+]=P(CO)(CO)CO

---

(5)
The following is a DFT calculation (the ωB97M-V functional and the def2-TZVPD basis) of C4H10N2O3S as an isolated structure at a distorted geometry.

```
20
Properties=species:S:1:pos:R:3:forces:R:3
C -0.57844 0.12674 0.26976 -0.164 0.025 -0.612
C -2.43773 1.91122 -0.25346 0.560 1.480 0.283
C 2.40097 -1.83793 -0.32231 2.388 -0.536 0.846
C -2.22145 0.53669 0.00120 5.444 -1.566 1.655
N -2.95970 -0.39450 0.34760 -3.103 -0.669 -0.611
N 2.92690 -0.62764 0.24637 0.360 1.199 1.339
O -0.38048 -1.21506 -0.21161 -0.935 0.362 0.408
O 0.37710 0.95009 -0.27846 0.571 0.540 -0.807
O 3.15986 1.94469 0.21449 -0.669 -1.103 0.112
S 2.52637 0.82371 -0.45366 -1.160 -0.848 0.619
H -0.42307 0.20800 1.34766 -0.522 -0.626 0.440
H -1.64866 2.28256 -0.89237 -0.232 0.185 -0.731
H -2.23240 2.45996 0.67922 -0.455 -0.127 -0.075
H -3.44484 1.97730 -0.57316 -0.988 1.049 -0.555
H 3.09087 -2.27167 -0.98147 1.090 -0.406 -1.318
H 2.29007 -2.57577 0.42283 -0.233 -0.622 1.277
H 1.49414 -1.75935 -0.74085 -3.166 0.732 -1.638
H -1.25737 -1.64142 -0.26134 0.286 0.288 0.199
H -3.98001 -0.09478 0.23008 1.399 -0.614 0.360
H 3.29788 -0.80283 1.20948 -0.471 1.255 -1.191
```
Forces are in eV/Å.

Output
Lowest unoccupied orbital energy (alpha / beta) (eV): -0.317 / -0.317
Net charge: 0
HOMO-LUMO gap (alpha / beta) (hartree): 0.3022 / 0.3021
HOMO (alpha / beta) (eV): -8.54 / -8.54

---

(6)
The following is a DFT calculation (the ωB97M-V functional and the def2-TZVPD basis) of C4H10N2O4S2 in the gas phase at a distorted geometry.

```
22
Properties=species:S:1:pos:R:3:forces:R:3
C 0.26118 -1.40596 -1.63034 -2.687 3.267 1.424
C 0.18305 0.16183 -1.53803 3.319 -0.210 -0.003
C -0.72349 -2.01764 -0.66349 3.103 -0.473 1.182
C 0.75265 0.78182 -0.31116 -1.357 -2.625 3.395
N -0.16512 -2.06375 0.67361 -0.690 1.998 -0.283
N 0.15702 2.39800 1.83104 0.788 0.874 0.046
O -1.68786 -0.32688 1.70698 -0.055 0.440 0.039
O 0.61037 -0.85386 2.61263 -0.584 0.787 -0.107
O 1.06165 3.18766 -0.44608 -2.069 -0.477 1.783
O -1.31696 2.30705 -0.23663 -0.746 0.422 0.270
S -0.29835 -0.63589 1.49628 2.492 -0.844 -0.979
S 0.03120 2.33434 0.19587 3.223 0.043 -1.192
H -0.21148 -1.51135 -2.53613 -0.457 -0.863 -2.714
H 1.21298 -1.79666 -1.58804 2.016 -0.907 0.117
H 0.97236 0.56277 -2.29081 -1.990 -0.270 0.271
H -0.84292 0.46291 -1.56700 -0.460 0.426 -0.964
H -1.62428 -1.51225 -0.55828 -1.969 0.711 -0.631
H -0.77540 -3.02480 -0.91716 -1.087 -1.790 -0.766
H 1.80442 0.54561 -0.02406 -0.931 0.599 -0.137
H 0.19357 -2.89648 1.05471 0.512 -0.606 0.819
H 0.94272 2.94597 2.16000 0.167 -0.112 -0.426
H -0.53732 2.35757 2.57609 -0.539 -0.391 -1.144
```
Forces are in eV/Å.

Output
Lowest unoccupied orbital energy (alpha / beta) (eV): -0.744 / -0.746
Net charge: 0
HOMO-LUMO gap (alpha / beta) (hartree): 0.2988 / 0.2987
HOMO (alpha / beta) (eV): -8.87 / -8.87

---

(7)
The following is a DFT calculation (the ωB97M-V functional and the def2-TZVPD basis) of a 2-piece molecular cluster, C4H10N2O5P overall at a distorted geometry.

```
22
Properties=species:S:1:pos:R:3:forces:R:3
C 0.22648 1.71917 -0.17063 -0.018 0.574 0.045
C -2.47458 0.04282 -0.06451 0.204 0.249 -0.058
C 0.52113 0.41555 -0.65250 -0.994 -1.888 0.159
C -1.24507 -0.75449 0.21982 1.121 0.112 0.292
N 1.03531 2.17446 0.83240 0.077 0.300 0.311
N -1.07635 -1.96936 -0.39867 -0.278 0.049 0.125
O 1.65420 -2.02831 -0.64372 -0.054 0.265 -0.054
O 3.22351 -0.01387 -0.57862 -0.431 -0.218 0.755
O -0.70104 2.42153 -0.60656 0.012 0.298 -0.103
O 1.83973 -0.60051 1.49230 -0.207 0.316 0.103
O -0.87425 -0.70188 1.51963 -0.208 0.039 -0.220
P 1.80451 -0.66832 -0.00847 0.567 0.117 -1.087
H -2.19439 1.06805 -0.33667 -0.006 -0.110 -0.015
H -3.06344 -0.40364 -0.86160 -0.028 -0.049 -0.082
H -3.06473 0.09544 0.85096 -0.024 -0.115 -0.008
H 0.20053 0.21125 -1.66938 0.078 0.117 0.004
H 1.60209 1.47945 1.29751 0.012 0.046 0.251
H 0.71917 2.97343 1.35841 -0.069 -0.136 -0.065
H -1.41690 -1.99248 -1.34789 0.034 0.127 -0.031
H -0.09555 -2.29040 -0.35407 -0.030 -0.110 -0.154
H 3.27609 -0.31348 -1.48471 0.172 -0.101 -0.402
H 0.10354 -0.86441 1.60700 0.069 0.119 0.235
```
Forces are in eV/Å.

Output
Lowest unoccupied orbital energy (eV): 3.677
Net charge: -1
HOMO-LUMO gap (hartree): 0.2868
HOMO (eV): -4.13

---

(8)
The following is a DFT calculation (the ωB97M-V functional and the def2-TZVPD basis) of a 2-piece molecular cluster, C4H10N2OS overall at a distorted geometry.

```
18
Properties=species:S:1:pos:R:3:forces:R:3
N 1.57945 1.05243 -0.08558 0.532 0.365 -1.805
C 0.61014 0.38248 -0.74108 1.328 -1.190 2.312
C 0.88438 -0.93994 -1.37115 -0.364 -0.072 -2.034
S 1.79789 -1.91125 -0.14574 -0.346 0.316 0.311
C -0.73689 0.72175 -0.23706 -2.772 -2.063 1.753
N -1.69252 -0.30694 -0.11559 1.015 0.050 -0.181
C -1.47420 -1.64873 0.45795 -0.561 -0.034 0.114
O -1.10951 1.78482 0.20128 1.232 1.453 -0.736
H 1.65510 0.77917 0.88252 -0.315 0.928 0.406
H 2.46410 0.86815 -0.55071 0.213 -0.196 0.427
H 0.90959 3.86167 1.39158 -0.046 -0.058 0.113
H 1.45647 -0.97527 -2.29685 0.010 0.567 -0.074
H -0.10579 -1.32941 -1.61871 0.116 -0.189 -0.079
H 0.54384 3.48885 1.92235 0.059 0.091 -0.082
H -2.42765 0.14274 0.41219 -0.266 0.047 -0.352
H -2.06952 -2.39378 -0.06869 -0.078 0.067 -0.067
H -0.44731 -1.99868 0.47767 0.136 0.272 -0.063
H -1.83757 -1.57807 1.48563 0.109 -0.351 0.038
```
Forces are in eV/Å.

Output
Lowest unoccupied orbital energy (eV): -2.367
Net charge: 0
HOMO-LUMO gap (hartree): 0.2094
HOMO (eV): -8.06